Density functional theory data (ωB97M-V/def2-TZVPD) for a molecular structure, C44H37O3P2Tl in a non-equilibrium geometry.

As for the HOMO energy: -13.850 eV. The calculation puts the total energy at -75623.2246 eV. Its LUMO energy is -7.03 eV. The charge is +2.

```
87
Properties=species:S:1:pos:R:3:lowdin_charge:R:1
Tl -0.537 0.131 -0.406 0.85
P -0.560 2.446 -0.615 1.01
C -0.850 0.188 1.393 -0.27
O -1.043 0.224 2.543 0.28
P -0.581 -2.194 -0.467 1.02
C -0.528 3.414 0.936 -0.36
C -2.034 3.130 -1.462 -0.36
C 0.869 3.089 -1.550 -0.34
C 1.014 -3.047 -0.751 -0.34
C -1.200 -3.034 1.034 -0.34
C -1.689 -2.796 -1.787 -0.37
C 0.546 4.244 1.277 -0.06
C 0.532 4.949 2.482 -0.03
C -0.552 4.834 3.350 -0.04
C -1.627 4.006 3.014 -0.05
C -1.614 3.298 1.817 -0.11
H 1.388 4.344 0.601 0.11
H 1.370 5.592 2.737 0.12
H -0.562 5.383 4.287 0.12
H -2.472 3.907 3.689 0.12
H -2.449 2.652 1.560 0.11
C 2.140 2.607 -1.208 -0.10
C 3.271 3.096 -1.857 -0.05
C 3.141 4.057 -2.861 -0.04
C 1.876 4.530 -3.212 -0.04
C 0.741 4.051 -2.558 -0.05
H 2.225 1.837 -0.446 0.08
H 4.253 2.717 -1.589 0.12
H 4.022 4.429 -3.376 0.12
H 1.770 5.270 -4.001 0.12
H -0.242 4.414 -2.839 0.11
C -2.481 4.432 -1.193 -0.07
C -3.594 4.944 -1.858 -0.04
C -4.270 4.162 -2.795 -0.04
C -3.829 2.866 -3.066 -0.05
C -2.719 2.347 -2.402 -0.10
H -1.964 5.040 -0.457 0.12
H -3.934 5.953 -1.641 0.12
H -5.140 4.561 -3.310 0.12
H -4.353 2.253 -3.794 0.12
H -2.367 1.342 -2.614 0.08
C -2.395 -3.762 1.045 -0.05
C -2.836 -4.368 2.224 -0.04
C -2.088 -4.253 3.394 -0.03
C -0.894 -3.528 3.387 -0.04
C -0.454 -2.920 2.216 -0.09
H -2.977 -3.860 0.135 0.11
H -3.765 -4.931 2.222 0.12
H -2.433 -4.724 4.310 0.12
H -0.309 -3.431 4.298 0.12
H 0.473 -2.352 2.216 0.09
C 2.042 -2.387 -1.437 -0.09
C 3.252 -3.037 -1.676 -0.04
C 3.449 -4.344 -1.229 -0.04
C 2.430 -5.005 -0.541 -0.04
C 1.218 -4.360 -0.301 -0.08
H 1.880 -1.372 -1.788 0.08
H 4.044 -2.518 -2.209 0.12
H 4.395 -4.846 -1.412 0.12
H 2.580 -6.021 -0.186 0.12
H 0.432 -4.874 0.244 0.12
C -1.422 -3.946 -2.535 -0.05
C -2.321 -4.365 -3.517 -0.04
C -3.490 -3.642 -3.751 -0.04
C -3.761 -2.492 -3.005 -0.05
C -2.861 -2.066 -2.032 -0.12
H -0.507 -4.505 -2.362 0.11
H -2.102 -5.253 -4.102 0.12
H -4.186 -3.968 -4.519 0.12
H -4.666 -1.921 -3.191 0.12
H -3.044 -1.156 -1.464 0.08
H 2.852 0.045 -4.067 0.02
H 2.271 0.029 -4.530 0.03
O 1.437 1.587 1.734 -0.04
C 1.913 0.392 1.483 -0.44
O 1.421 -0.296 0.441 -0.24
C 2.568 -0.282 2.629 -0.14
C 2.973 -1.627 2.586 -0.03
C 3.455 -2.252 3.747 -0.05
C 3.541 -1.543 4.953 -0.05
C 3.156 -0.207 5.002 -0.05
C 2.678 0.420 3.854 0.00
H 2.884 -2.200 1.673 0.11
H 3.746 -3.292 3.722 0.11
H 3.893 -2.031 5.852 0.11
H 3.208 0.342 5.934 0.11
H 2.356 1.451 3.944 0.12
```